No. 1
{"formula": "C5H11N2", "method": "ωB97M-V/def2-TZVPD", "charge": 1, "molar_mass_g_mol": 99.2, "homo_lumo_gap_ha": 0.3024, "homo_energy_ev": -13.312, "species": ["C", "C", "C", "C", "C", "N", "N", "H", "H", "H", "H", "H", "H", "H", "H", "H", "H", "H"], "xyz": [[-0.06, -2.15, -1.52], [1.11, -4.03, -0.46], [-0.26, 1.63, 0.38], [-1.62, 1.51, 0.84], [0.56, 2.70, 1.03], [0.54, -3.06, -1.02], [0.11, 0.88, -0.58], [-0.24, -2.24, -2.57], [0.61, -4.70, 0.26], [2.14, -4.03, -0.68], [-2.15, 1.06, 0.09], [-2.10, 2.58, 0.98], [-1.65, 0.97, 1.85], [1.53, 2.65, 0.54], [0.53, 2.59, 2.06], [0.20, 3.65, 0.74], [-0.25, -1.21, -0.96], [1.01, 1.19, -0.95]], "lowdin_charge": [0.16, 0.19, -0.50, -0.07, -0.02, 0.04, 0.10, 0.13, 0.15, 0.12, 0.04, 0.14, 0.13, 0.09, 0.07, 0.08, 0.10, 0.06]}

=====

No. 2
{"formula": "C5H11N2", "method": "ωB97M-V/def2-TZVPD", "smiles": "CC[N@@H+]1CN2C[C@@H]21", "charge": 1, "molar_mass_g_mol": 99.2, "homo_lumo_gap_ha": 0.4126, "homo_energy_ev": -14.646, "species": ["C", "C", "C", "C", "C", "N", "N", "H", "H", "H", "H", "H", "H", "H", "H", "H", "H", "H"], "xyz": [[1.13, -1.06, 1.25], [-1.28, -0.70, 1.21], [0.35, -1.23, 0.02], [0.54, 1.41, -1.74], [-0.09, 1.23, -0.33], [-0.15, -1.70, 1.30], [-0.69, -0.11, -0.19], [1.92, -1.87, 1.34], [1.28, -0.07, 1.68], [-2.26, -1.15, 0.89], [-1.45, 0.02, 2.10], [0.59, -1.87, -0.77], [1.67, 1.48, -1.53], [0.25, 0.49, -2.29], [0.15, 2.28, -2.24], [-1.04, 1.89, -0.22], [0.61, 1.25, 0.43], [-1.52, -0.28, -0.91]], "lowdin_charge": [-0.06, 0.01, -0.19, -0.03, -0.18, 0.00, -0.04, 0.17, 0.13, 0.14, 0.17, 0.14, 0.12, 0.09, 0.07, 0.17, 0.07, 0.24]}

=====

No. 3
{"formula": "C5H11N2", "method": "ωB97M-V/def2-TZVPD", "charge": 1, "molar_mass_g_mol": 99.2, "homo_lumo_gap_ha": 0.3228, "homo_energy_ev": -12.392, "species": ["C", "C", "C", "C", "C", "N", "N", "H", "H", "H", "H", "H", "H", "H", "H", "H", "H", "H"], "xyz": [[-0.38, -2.08, 0.43], [-0.03, -1.65, 1.61], [0.59, 1.89, -0.45], [-1.66, 0.03, 0.79], [1.16, 0.60, -0.67], [1.18, -0.23, -1.67], [-0.44, -0.67, 0.59], [-0.67, -2.76, -0.32], [0.39, -1.68, 2.64], [1.18, 2.62, -1.15], [0.71, 2.23, 0.51], [-0.39, 1.94, -0.79], [-2.29, -0.53, 1.50], [-1.57, 1.12, 1.12], [-2.16, 0.26, -0.18], [2.03, 0.21, 0.00], [1.87, -1.00, -1.56], [0.49, -0.29, -2.40]], "lowdin_charge": [-0.01, 0.06, -0.04, -0.10, -0.18, 0.16, -0.22, 0.11, 0.14, 0.17, 0.07, 0.07, 0.10, 0.10, 0.10, 0.18, 0.16, 0.14]}

=====

No. 4
{"formula": "C5H11N2", "method": "ωB97M-V/def2-TZVPD", "smiles": "C/N=C/C=[N+](C)C", "charge": 1, "molar_mass_g_mol": 99.2, "homo_lumo_gap_ha": 0.3364, "homo_energy_ev": -14.636, "species": ["C", "C", "C", "C", "C", "N", "N", "H", "H", "H", "H", "H", "H", "H", "H", "H", "H", "H"], "xyz": [[-1.00, 1.13, 0.13], [0.40, 1.19, 0.15], [-2.97, -0.12, -0.25], [0.72, -1.17, 0.16], [2.60, 0.37, -0.11], [-1.51, -0.07, -0.02], [1.16, 0.18, 0.06], [-1.67, 2.09, 0.20], [0.98, 2.05, 0.27], [-3.42, -1.11, -0.53], [-3.62, 0.11, 0.62], [-3.22, 0.69, -0.89], [-0.12, -1.33, 0.91], [0.11, -1.32, -0.80], [1.58, -1.83, 0.21], [2.76, 1.13, -0.79], [3.29, 0.74, 0.69], [2.96, -0.56, -0.71]], "lowdin_charge": [-0.09, -0.01, -0.06, -0.03, 0.00, 0.00, -0.14, 0.18, 0.14, 0.10, 0.10, 0.07, 0.13, 0.14, 0.11, 0.07, 0.14, 0.15]}

=====

No. 5
{"formula": "C5H11N2", "method": "ωB97M-V/def2-TZVPD", "smiles": "C[C@@H]1[NH2+]C[C@]12CN2", "charge": 1, "molar_mass_g_mol": 99.2, "homo_lumo_gap_ha": 0.3798, "homo_energy_ev": -13.834, "species": ["C", "C", "C", "C", "C", "N", "N", "H", "H", "H", "H", "H", "H", "H", "H", "H", "H", "H"], "xyz": [[2.02, -0.74, -0.51], [0.35, 1.51, -0.56], [-0.45, -0.15, 0.66], [0.84, 0.15, -0.05], [-1.30, -1.13, 0.03], [2.20, 0.11, 0.66], [-0.93, 1.28, 0.26], [1.89, -1.81, -0.72], [2.58, -0.52, -1.47], [0.96, 2.30, -0.37], [0.10, 1.48, -1.62], [-0.45, -0.25, 1.85], [-1.67, -1.02, -1.08], [-2.13, -1.13, 0.61], [-0.73, -2.07, 0.05], [2.08, -0.42, 1.54], [-1.09, 1.92, 1.10], [-1.88, 1.40, -0.25]], "lowdin_charge": [-0.10, 0.02, -0.26, -0.34, -0.05, 0.08, 0.11, 0.12, 0.13, 0.11, 0.13, 0.21, 0.16, 0.05, 0.12, 0.11, 0.20, 0.22]}

=====

No. 6
{"formula": "C5H11N2", "method": "ωB97M-V/def2-TZVPD", "smiles": "C=N/C=C\\CC[NH3+]", "charge": 1, "molar_mass_g_mol": 99.2, "homo_lumo_gap_ha": 0.3626, "homo_energy_ev": -13.060, "species": ["C", "C", "C", "C", "N", "C", "N", "H", "H", "H", "H", "H", "H", "H", "H", "H", "H", "H"], "xyz": [[1.77, -0.11, 0.30], [1.00, 1.20, 0.18], [-0.37, 1.31, 0.85], [-1.31, 0.37, 0.83], [-1.45, -0.51, -0.27], [-2.62, -0.72, -0.71], [1.35, -1.18, -0.70], [2.77, 0.15, -0.05], [1.80, -0.58, 1.27], [1.64, 1.93, 0.65], [0.93, 1.51, -0.86], [-0.52, 2.15, 1.45], [-2.17, 0.41, 1.49], [-3.49, -0.21, -0.27], [-2.81, -1.48, -1.45], [1.64, -1.06, -1.66], [0.26, -1.10, -0.76], [1.58, -2.09, -0.30]], "lowdin_charge": [-0.13, -0.16, -0.05, -0.14, -0.05, 0.02, 0.16, 0.13, 0.14, 0.11, 0.13, 0.10, 0.11, 0.10, 0.08, 0.16, 0.13, 0.16]}